The following is a quantum chemistry calculation of C33H40CrN5O3S as an isolated structure, from OMol25.

ORCA input file:
```
! wB97M-V def2-TZVPD RIJCOSX def2/J DEFGRID3
* xyz -1 5
C -2.61212 -1.96570 -1.39095
H -1.72979 -2.54389 -3.25479
C 0.66757 -4.97279 -0.04956
C 0.63523 -2.56569 0.13380
C -0.83218 1.25581 2.48268
C -1.83692 -0.39029 -3.18980
H -4.03476 3.72830 1.00904
H 5.87457 -2.24166 1.62803
C -3.74793 -0.80689 0.30462
H 0.72819 -0.53816 -2.69656
H -5.66997 -0.79065 2.16944
C 0.31640 2.77909 4.58006
C 5.90015 0.10018 -0.34975
H -1.92495 -3.95978 1.86700
H -2.22637 3.27412 -1.73024
C -4.39128 2.73862 1.27505
H -0.81100 2.15288 -4.14543
H -6.58018 1.17765 3.34530
H 5.20290 -3.79451 1.08988
H 6.70272 -0.46289 0.13323
H -5.75238 3.44530 2.77975
H 1.12483 -5.87327 -0.44213
S 3.21792 1.39389 -0.46712
C 1.21857 -3.73975 -0.34590
C -1.04518 -3.89572 1.23842
N 2.54250 -1.27079 -0.30270
C -1.33266 3.22686 -2.34973
H 0.73237 3.37394 5.38298
C -0.13026 3.31051 -1.41342
C 0.42545 3.19292 3.27510
C 1.22059 -1.22675 -0.16360
H -4.25488 -1.76039 0.48966
H 0.52366 3.98226 0.86130
O -2.95556 1.82502 -0.36469
H -0.88300 -6.02594 1.00406
H 0.00749 4.35883 -1.12704
H -0.60801 -1.81719 -2.11026
O -1.42711 0.55065 1.58271
N -0.33167 2.49268 -0.22539
Cr -1.31406 0.70480 -0.33608
C -5.81829 1.30117 2.58364
C -4.28359 0.32475 0.95565
C -5.29845 0.20183 1.93069
H 5.93897 -2.39424 -0.87110
C 5.05547 -2.71260 1.08065
N -2.69667 -0.80322 -0.53970
C -0.46420 -5.05930 0.75375
C -0.50838 -2.65759 0.92536
O 0.42863 -0.25443 -0.18968
C 6.35983 0.58564 -1.72558
C -0.35765 1.58249 4.85185
H -1.32108 4.10093 -3.00663
H 4.19147 -2.70695 -0.87720
H 5.66244 0.96274 0.27267
H -3.59951 -2.15991 -1.83652
N 4.73748 -0.76425 -0.42384
H -1.45280 -0.07096 4.03832
H 4.11580 -2.47953 1.57990
H -1.64138 -0.46975 -4.26985
C 4.99468 -2.19572 -0.35637
C 0.03203 3.00575 0.89004
C -1.61445 -1.74619 -2.51783
H 0.94418 4.11818 3.04444
H -2.88163 -0.10845 -3.04864
H 0.79422 3.00344 -1.90889
H -2.33346 -2.87121 -0.82965
H -0.44139 1.23386 5.87459
H 1.06932 1.16397 -2.58702
H -0.96256 -1.74360 1.29589
C -0.91091 0.84440 3.83520
C -3.83932 1.64516 0.60246
C 0.39835 0.43817 -3.03332
C 3.44998 -0.27907 -0.41046
H 5.61105 1.26740 -2.12320
H 2.10315 -3.66773 -0.96307
H -2.45366 1.89998 -3.56786
C -5.35362 2.57739 2.26644
H 6.46173 -0.25783 -2.41211
N -0.99805 0.69597 -2.63784
C -0.11778 2.45927 2.20648
H 0.48991 0.47358 -4.12753
H 7.31679 1.10750 -1.65624
C -1.41553 1.98735 -3.24490
*
```

## Properties
- LUMO level (alpha / beta) (eV) = 2.65 / 2.65
- highest occupied orbital energy (alpha / beta) (eV) = -1.70 / -4.36
- gap between HOMO and LUMO (alpha / beta) (Eh) = 0.160 / 0.258

---

The following is a quantum chemistry calculation of C2H4NP as an isolated structure, from OMol25.

ORCA input file:
```
! wB97M-V def2-TZVPD RIJCOSX def2/J DEFGRID3
* xyz 0 1
C 1.07980 0.95819 0.39392
P 0.92369 2.10162 -0.88617
H -2.88316 -1.61775 2.09759
H 2.25605 2.28101 -0.80955
C 0.48542 -0.10759 1.10563
H -2.10582 -1.42210 2.17213
H -0.26661 -0.87200 1.29985
N 1.71984 0.01739 1.25421
*
```

## Properties
- LUMO level (eV) = 0.57
- highest occupied orbital energy (eV) = -8.65
- relative energy (zero: lowest compared OMol25 entry of this formula, charge and spin) (eV) = 3.596
- gap between HOMO and LUMO (Eh) = 0.339

---

The following is a quantum chemistry calculation of a 10-piece molecular cluster, C13H33Br6N7O14 overall, from OMol25.

ORCA input file:
```
! wB97M-V def2-TZVPD RIJCOSX def2/J DEFGRID3
* xyz 0 1
O 0.80270 -3.09842 2.16052
H -0.77528 -2.76571 -4.15728
O -1.59490 0.91767 -5.38717
Br -3.78861 -4.27397 3.17178
H 3.47803 -2.30710 -0.50056
H -1.57874 -3.11249 2.76725
H 0.33436 4.63765 6.08860
C -4.19488 0.70413 -3.80652
H -3.51048 -1.60864 4.54961
C 2.04985 -1.37086 2.83721
H 3.21542 3.56785 1.90600
H -6.18605 1.35692 -4.07359
C 1.13488 4.33014 5.41999
H 5.37892 -1.17424 -2.65169
H -4.02484 -3.85250 -1.15972
C -5.54603 0.56236 -4.36353
H -1.45408 2.11265 -3.35600
C -2.30522 -3.08974 3.60134
C 3.90531 -1.45065 -1.13635
N 4.65687 2.51290 3.13631
C -0.75220 1.54472 0.50059
N -2.38666 -2.70799 -0.54891
Br -4.13100 1.50965 -2.06831
H 0.15848 1.25165 -2.96004
H -0.03333 -3.37469 -2.66327
N -0.21296 -1.29772 -2.76889
C 0.07343 -2.64660 -3.43327
H -3.61032 -2.42038 -2.12886
C -0.35970 1.88416 -3.74322
H 4.76194 3.34892 1.23491
Br 4.91045 -0.20432 0.06786
H 3.12125 -0.82156 -1.53876
H 1.41337 -0.71990 3.41173
O 1.06935 6.52095 4.54496
C -3.73021 -2.82497 -1.12224
Br 3.81888 -2.79519 -3.55983
N -0.52961 0.95242 -4.87318
H 5.51720 -2.80631 -1.71508
H -4.27886 -2.09396 -0.58596
Br -6.45506 -0.94934 -3.42796
H 2.94824 -0.86719 2.46922
H -3.42827 -1.46544 2.84071
C 4.87737 -2.02211 -2.13693
N 1.36539 5.36404 4.38058
H -1.03081 0.51444 0.46932
O -2.25250 -1.96263 0.38963
O 0.78623 -0.84325 -2.25322
C 3.98096 2.82174 1.81412
H -1.21759 1.92530 1.40442
O 1.16567 1.37775 1.91858
H 3.65536 1.85453 1.48636
O 1.06062 -1.48271 0.77369
H 0.88177 3.32768 4.98994
H -1.78518 -3.44157 4.54980
H -3.64548 -0.24068 -3.66581
H 1.05495 -2.62171 -3.91657
O 1.45683 1.72818 -0.15871
O -1.53591 -3.35136 -1.05865
O 0.46565 0.31628 -5.22729
O 4.86284 1.36693 3.37821
N 0.75261 1.53988 0.76911
O 5.11253 3.39275 3.84970
H -3.49390 1.28978 -4.43740
C -2.81860 -1.70144 3.74794
N 1.22209 -2.01559 1.82475
Br -1.46930 -0.36090 3.85693
O 1.76954 4.84808 3.35801
O -1.32950 -0.77851 -2.74425
H -0.95984 2.15727 -0.41793
H 0.24223 2.75782 -3.97759
H 2.03952 4.35097 5.92516
H 2.38304 -2.07664 3.57970
H -5.47823 0.35081 -5.45001
*
```

## Properties
- LUMO level (eV) = -0.09
- highest occupied orbital energy (eV) = -10.26
- relative energy (zero: lowest compared OMol25 entry of this formula, charge and spin) (eV) = 1.007
- gap between HOMO and LUMO (Eh) = 0.374

---

The following is a quantum chemistry calculation of C30H27BN5O10S3Tl as an isolated structure, from OMol25.

ORCA input file:
```
! wB97M-V def2-TZVPD RIJCOSX def2/J DEFGRID3
* xyz -2 1
O 8.09590 -3.87790 3.69280
C -3.35235 2.97004 -0.73334
Tl -0.63301 0.03427 0.33650
H 4.67302 -4.78508 1.78574
S -1.27992 2.97983 1.57482
H 3.65956 2.22489 -0.97949
O -1.15565 -2.59327 -3.96815
C 4.99007 -3.74450 1.76896
C 6.46907 -1.95933 2.35836
C 2.11527 -2.51778 -2.48308
H -2.48368 2.40235 -1.06012
H 6.02724 -5.70003 2.53089
H 1.38918 1.68815 5.03505
C 1.01700 1.50977 -2.57533
O 3.15438 2.21837 -1.81056
H 3.26152 -3.20240 0.63616
H 0.46947 -1.82595 3.92936
C 4.47958 -1.47612 1.02883
N -3.74966 2.53895 0.58656
C -2.34735 0.00828 -2.64149
N -1.80330 1.29940 4.44591
C -4.99130 2.06691 0.95313
C 3.45208 -2.80547 -2.76189
H -4.02642 0.93160 4.62236
C 5.65615 -1.06518 1.70307
N -3.61577 1.97754 2.69069
C 4.17150 -2.85604 1.11019
H -1.27577 -0.04801 -5.15706
C 0.65278 0.87892 -4.83753
H 2.49313 1.75345 -4.10749
C 7.10467 -4.22494 3.09585
C -0.29828 -2.54474 -2.95257
H -1.94148 -1.99903 -3.75374
C -2.90586 2.47415 1.65438
H 1.87004 -1.96177 -1.58603
H -3.09151 4.03020 -0.72286
O 6.82897 -5.56488 3.04853
C -4.89745 1.72487 2.25461
C -1.29229 0.09359 4.10193
H -5.62777 1.29391 2.91461
O 1.50283 2.06063 -0.30418
H 1.72558 -0.96989 4.86041
O -0.57816 -2.16192 -1.84075
H 0.55891 -4.05944 -5.10331
O -2.94195 -0.72557 -3.47848
H 0.98692 0.78779 -5.86397
C 3.69147 -3.55563 -3.88475
S -2.13394 -1.26649 3.52637
B -3.25956 1.77207 4.21809
C 1.01186 -0.88975 4.03947
H 5.10380 -4.29565 -6.40836
H 1.55706 -0.68159 3.11714
C 2.67216 -4.01110 -4.70218
C -0.77482 2.10740 4.87408
O 4.90419 -3.97719 -4.38197
N 0.05070 0.15432 4.33367
C 4.61170 -4.74493 -5.54031
C 1.49269 1.41997 -3.87485
S 3.47961 -0.37898 0.16774
H 5.90762 -0.01239 1.68066
N -0.20158 1.11408 -2.22261
H 4.24288 -2.45788 -2.10998
C -0.99434 0.56361 -3.13260
H -0.95634 3.12557 5.16397
O -2.68909 0.29354 -1.48811
C 1.87941 1.96846 -1.43774
H -4.17976 2.78898 -1.41669
O 3.20460 -4.74744 -5.74240
H -3.39304 2.83807 4.79489
C 1.09211 -2.95913 -3.31068
C 6.16983 -3.32760 2.40157
C 1.35708 -3.72328 -4.45745
C -0.59969 0.42839 -4.46227
H 7.37090 -1.62589 2.85687
C 0.37431 1.40866 4.81777
H 4.96196 -5.77196 -5.39547
H -5.79762 1.97396 0.24847
*
```

## Properties
- LUMO level (eV) = 3.68
- highest occupied orbital energy (eV) = -2.21
- relative energy (zero: lowest compared OMol25 entry of this formula, charge and spin) (eV) = 0.000
- gap between HOMO and LUMO (Eh) = 0.216

---

The following is a quantum chemistry calculation of a 2-piece molecular cluster, C5H7N overall, from OMol25.

ORCA input file:
```
! wB97M-V def2-TZVPD RIJCOSX def2/J DEFGRID3
* xyz 0 1
C 1.61567 0.50980 -0.21480
C 0.43376 0.78664 -0.82741
C -2.26257 0.43574 0.22501
C 0.19057 -1.17246 0.25907
H 2.21164 -1.24160 1.07155
C 1.46055 -0.73834 0.47806
H 2.50674 1.12286 -0.24114
H -2.15043 -0.11969 1.17340
H -1.86474 1.44118 0.44540
H -1.38650 -0.36063 -0.97685
N -0.45751 -0.23403 -0.52903
H 0.12690 1.61932 -1.44385
H -0.33054 -2.05891 0.58985
*
```

## Properties
- LUMO level (eV) = 0.29
- highest occupied orbital energy (eV) = -8.90
- relative energy (zero: lowest compared OMol25 entry of this formula, charge and spin) (eV) = 4.580
- gap between HOMO and LUMO (Eh) = 0.338

---

The following is a quantum chemistry calculation of the molecule C6H4, from OMol25.

ORCA input file:
```
! wB97M-V def2-TZVPD RIJCOSX def2/J DEFGRID3
* xyz 0 1
H 2.16398 0.54765 -0.10805
C 0.11724 0.40000 -0.66006
H -1.99311 1.08360 -0.03976
C 1.23016 0.25156 0.25533
C -1.29430 0.28628 -0.24039
H -1.12775 -1.93581 -1.00575
C -1.03717 -0.84090 -0.81107
C 0.63398 -0.61620 2.63022
H 0.25473 0.99982 -1.54692
C 1.05223 -0.17600 1.52645
*
```

## Properties
- LUMO level (eV) = -1.24
- highest occupied orbital energy (eV) = -9.55
- relative energy (zero: lowest compared OMol25 entry of this formula, charge and spin) (eV) = 3.561
- gap between HOMO and LUMO (Eh) = 0.305

---

The following is a quantum chemistry calculation of a 2-piece molecular cluster, CH8ClNSi2 overall, from OMol25.

ORCA input file:
```
! wB97M-V def2-TZVPD RIJCOSX def2/J DEFGRID3
* xyz 0 3
H 2.85399 -0.89871 -1.24734
H 0.25130 -2.65902 -0.13258
H -2.58470 -0.85108 1.38948
H -0.23005 1.83027 0.41448
H -2.94449 -0.17803 -1.11266
H -2.42210 1.80947 0.61041
Si -2.25282 0.35290 0.24824
C 2.31396 -0.64201 -0.31296
H 2.38854 0.37884 -0.10443
N -0.55971 0.04359 0.02383
Si 0.48221 -1.17620 -0.32030
H 2.86233 -1.17902 0.48794
Cl -0.15847 3.16898 0.05588
*
```

## Properties
- LUMO level (alpha / beta) (eV) = 0.58 / -3.35
- highest occupied orbital energy (alpha / beta) (eV) = -6.12 / -10.54
- relative energy (zero: lowest compared OMol25 entry of this formula, charge and spin) (eV) = 0.000
- gap between HOMO and LUMO (alpha / beta) (Eh) = 0.246 / 0.264

---

The following is a quantum chemistry calculation of a 2-piece molecular cluster, C5H16N2O overall, from OMol25.

ORCA input file:
```
! wB97M-V def2-TZVPD RIJCOSX def2/J DEFGRID3
* xyz 0 1
H -3.44666 -1.18280 0.08543
O -2.79775 -1.05658 -0.63556
H -2.18686 2.70708 -1.02878
H 2.37437 0.14784 -0.27467
H -2.28520 -0.25899 -0.38970
H 2.48788 -0.93118 -2.37281
N 1.51924 -0.19497 -0.68832
C 0.61029 -0.56682 0.37067
H 0.42634 1.43965 1.20176
H -0.94791 0.37878 1.52579
C -1.56141 2.45253 -0.18310
H 2.15754 -2.21604 -1.10117
H -0.11661 -1.28202 -0.02148
N -0.94835 1.16113 -0.38488
H 0.54944 -1.69278 2.21085
H -0.38077 1.16685 -1.21480
H 1.80403 -0.40644 2.20585
C -0.21463 0.65401 0.76670
H 2.04076 -1.92257 1.31666
C 1.28833 -1.16425 1.59887
H -0.82001 3.24337 0.01243
H -2.22882 2.41910 0.69052
H 0.86813 -1.59447 -2.07633
C 1.80863 -1.30042 -1.61391
*
```

## Properties
- LUMO level (eV) = 0.99
- highest occupied orbital energy (eV) = -8.81
- relative energy (zero: lowest compared OMol25 entry of this formula, charge and spin) (eV) = 0.518
- gap between HOMO and LUMO (Eh) = 0.360